{"formula": "C27H45BrGeN5PdS2Si3", "method": "the ωB97M-V functional and the def2-TZVPD basis", "symbols": ["H", "H", "H", "C", "C", "H", "H", "C", "H", "C", "C", "C", "H", "S", "C", "C", "H", "C", "C", "H", "C", "C", "H", "C", "H", "Si", "H", "H", "Ge", "Si", "H", "H", "C", "C", "C", "H", "H", "C", "H", "C", "H", "H", "H", "H", "H", "Si", "H", "C", "H", "N", "H", "C", "H", "C", "N", "H", "H", "H", "C", "C", "C", "H", "C", "H", "Pd", "H", "H", "H", "H", "H", "C", "Br", "H", "H", "N", "H", "H", "H", "H", "C", "H", "N", "H", "N", "S"], "positions_angstrom": [[1.9046, -3.6362, -1.4316], [5.7675, -4.0890, -2.3623], [-2.8448, 2.1926, -4.3586], [2.7291, 1.4073, 3.1385], [-2.1023, -5.0155, -0.2743], [-0.9864, 4.1883, -1.7334], [-0.3729, 5.5576, -0.8317], [-4.6078, 2.7656, -1.6560], [-0.7724, 0.4743, 4.1794], [1.3724, -0.5580, 2.7396], [1.4423, 4.1431, 1.5182], [3.4691, -2.3280, -1.3815], [2.0483, 0.7050, -4.9036], [2.9774, -1.1739, -0.1877], [1.4737, 0.1321, -4.1925], [-2.9408, 2.9514, 1.8996], [5.1916, -3.1486, -3.7473], [-0.5271, -3.4341, 1.2751], [1.4457, 0.2580, -2.8443], [-5.0072, -0.4477, -1.3855], [0.2471, -2.5531, 2.1432], [-2.3153, 1.7413, -3.5053], [3.1590, -4.3802, -3.6836], [2.0049, 0.5947, 2.2750], [2.9899, 2.8641, -1.1422], [-2.0454, 1.3649, 2.2538], [3.2602, 2.2684, 2.7626], [2.2254, -0.3045, 6.0107], [-0.2699, 1.3531, 0.3814], [0.8257, 3.5632, -0.1339], [-4.4354, -0.7410, -3.0426], [0.9609, -1.7247, 4.5270], [2.1337, 3.4726, -1.4410], [-1.8048, -5.4398, 1.0056], [2.8147, 1.0875, 4.4849], [-2.7322, -5.6036, -0.9276], [5.3926, -1.6563, -1.6171], [0.0162, -1.4253, -3.0870], [2.5101, 3.9505, 1.6154], [3.5909, -4.2395, -2.6963], [-5.3807, 2.4794, -0.9444], [-2.1907, -6.3761, 1.3863], [2.0428, 0.8225, 1.2106], [3.6738, -5.2066, -2.2040], [-1.5174, 4.4804, -0.0594], [-3.6273, 1.3743, -2.2911], [-1.7908, 0.8562, -3.8626], [-1.0446, 1.4587, 3.8067], [-3.8527, -0.0521, 1.3044], [-0.7903, -3.0243, 0.0144], [1.3008, 5.2285, 1.5422], [-1.0018, -4.6270, 1.7992], [-0.7536, -4.9171, 2.8119], [4.9425, -3.4933, -2.7459], [0.6617, -1.3862, 1.8044], [-3.4191, -0.5695, 2.9228], [2.0240, 0.9493, -2.2554], [-1.6887, 1.9328, 4.5564], [-1.5723, -3.8073, -0.7219], [-4.1521, -0.3554, -2.0541], [2.1695, -0.0546, 4.9597], [-0.6603, -2.2144, -2.8044], [1.4591, -0.8673, 4.0980], [1.7454, 3.1203, -2.3966], [0.5659, -0.9583, -0.1861], [-4.0030, 3.5872, -1.2667], [-1.8023, -3.4724, -1.7264], [-2.3700, -0.9954, 1.5701], [-1.6037, 2.4989, -3.1715], [-0.1472, 2.0717, 3.7273], [-3.0067, -0.2071, 1.9774], [3.7859, 2.1711, 5.6504], [2.5084, 4.4881, -1.6049], [-3.6648, 3.0958, 2.7103], [2.7489, -3.3292, -1.8855], [0.9318, 3.7325, 2.3893], [-2.2762, 3.8149, 1.9324], [0.4530, -2.9300, 3.1385], [-5.1111, 3.1732, -2.5487], [-0.6660, 4.5065, -0.7393], [-3.3350, -0.9844, -1.6864], [4.6923, -2.3387, -1.8649], [-3.5084, 2.9529, 0.9706], [0.6018, -0.6316, -2.2139], [0.4409, -1.1333, -4.6927]], "forces_ev_per_angstrom": [[0.010, -0.013, 0.016], [-0.004, -0.003, -0.010], [0.008, -0.010, -0.013], [-0.007, -0.010, 0.013], [0.009, 0.013, -0.005], [0.002, -0.003, 0.000], [0.010, 0.001, -0.006], [0.041, 0.017, 0.028], [0.019, 0.006, -0.002], [0.000, -0.007, -0.045], [-0.053, 0.019, 0.040], [-0.012, 0.043, 0.022], [0.009, 0.000, 0.000], [0.062, 0.018, -0.027], [-0.016, 0.002, -0.016], [-0.110, -0.047, 0.172], [-0.001, 0.001, 0.005], [-0.027, -0.014, 0.007], [0.011, 0.025, 0.018], [-0.010, -0.002, -0.008], [-0.020, 0.041, -0.019], [0.114, -0.036, 0.107], [0.006, -0.005, 0.001], [-0.054, 0.048, 0.006], [0.001, -0.011, -0.028], [0.164, -0.139, -0.374], [0.006, 0.004, 0.003], [-0.002, -0.005, 0.002], [0.716, -0.107, 0.693], [-0.151, -0.040, -0.300], [0.006, -0.016, -0.002], [-0.002, -0.018, 0.007], [0.078, -0.034, 0.040], [-0.003, -0.016, 0.011], [-0.004, -0.006, -0.005], [0.000, 0.007, -0.009], [-0.001, 0.012, -0.015], [-0.057, 0.001, 0.019], [0.001, 0.012, 0.008], [-0.004, -0.009, 0.003], [0.025, -0.003, 0.035], [0.001, -0.001, 0.003], [0.043, -0.033, 0.007], [0.000, 0.003, 0.000], [-0.007, 0.000, 0.001], [-0.575, 0.139, -0.483], [0.014, 0.001, 0.010], [-0.144, 0.043, 0.083], [0.024, -0.009, -0.036], [-0.015, 0.089, 0.112], [0.018, 0.006, 0.005], [0.003, 0.003, -0.025], [0.004, 0.006, 0.005], [0.008, 0.003, -0.006], [0.048, -0.002, 0.074], [-0.022, 0.022, 0.008], [0.008, -0.015, 0.004], [-0.010, -0.012, 0.005], [0.045, -0.036, -0.028], [0.080, -0.011, 0.158], [0.005, 0.014, -0.005], [0.001, -0.006, 0.006], [0.015, -0.002, -0.001], [0.002, 0.038, -0.010], [-0.180, -0.022, -0.276], [0.000, 0.015, -0.015], [-0.009, -0.012, 0.002], [-0.024, -0.006, 0.017], [-0.005, 0.003, 0.007], [0.027, -0.016, -0.006], [-0.063, 0.039, 0.131], [0.000, 0.003, -0.003], [0.009, 0.010, 0.022], [-0.020, -0.014, -0.007], [-0.015, 0.026, -0.039], [-0.015, 0.012, -0.005], [0.009, 0.009, -0.023], [-0.019, -0.003, 0.018], [-0.019, -0.002, 0.009], [-0.040, 0.026, -0.001], [-0.008, 0.009, -0.035], [0.007, -0.034, 0.032], [0.032, 0.024, -0.050], [0.014, -0.037, -0.034], [0.013, 0.014, -0.006]], "e_above_lowest_ev": 0.6683, "total_charge": 4, "molar_mass_g_mol": 847.018, "multiplicity": 2, "homo_lumo_gap_ev": [5.30, 4.79], "homo_energy_ev": [-17.8, -17.8]}

=====

{"formula": "C27H45ClIN6O3", "method": "the ωB97M-V functional and the def2-TZVPD basis", "symbols": ["H", "H", "H", "C", "C", "H", "H", "H", "H", "N", "C", "C", "C", "C", "H", "H", "H", "C", "C", "H", "C", "H", "H", "H", "N", "O", "C", "C", "O", "H", "N", "H", "H", "H", "Cl", "N", "C", "H", "H", "C", "H", "C", "H", "C", "I", "C", "H", "C", "H", "C", "N", "H", "C", "C", "H", "H", "H", "H", "H", "H", "H", "C", "H", "H", "C", "H", "C", "H", "N", "H", "H", "H", "H", "C", "H", "H", "C", "H", "C", "H", "H", "O", "C"], "positions_angstrom": [[-6.2955, -6.4851, 1.0463], [2.0579, 6.6598, 2.9299], [-1.7913, -4.5846, 0.2703], [-1.2669, -3.8520, 1.0505], [-5.3715, -0.8152, -0.1035], [3.8980, 2.3171, 0.6857], [-4.1295, -3.6063, -1.1409], [2.8845, 3.4853, 2.4332], [-7.0478, -2.3048, -0.1268], [3.2318, 1.7381, -1.3703], [1.8854, 1.3071, -1.9070], [-5.7865, -6.0745, 0.1845], [-0.6395, -2.0683, -0.9599], [-1.3528, -2.3120, 0.4967], [-0.5375, 0.3539, 0.4802], [-0.1515, 4.1825, 2.9553], [1.9830, 4.4117, 0.9596], [-6.3938, -1.6042, 0.3748], [-4.8487, -0.0910, 0.9944], [-0.9312, -1.6023, 1.3590], [1.0363, 2.3409, 1.6740], [1.9053, 1.6524, 3.7865], [-5.1976, -4.2260, 1.0463], [-0.0981, 2.5638, 1.3936], [-5.2053, -4.8343, 0.2379], [5.1013, -0.7511, -4.5627], [3.2728, 1.5045, 0.1233], [6.5393, 0.8683, 1.2655], [-1.8438, 1.2485, -4.0402], [2.9855, 0.7978, -5.2160], [3.3085, 3.1056, -1.6321], [6.4448, 1.9696, 1.6809], [0.1772, -0.4952, -3.4923], [0.8687, 0.3006, -5.0536], [4.3101, 0.3137, 3.0878], [0.8012, 1.4349, -0.8692], [-5.5682, -0.4594, 2.1091], [0.5576, 6.5188, 1.6888], [-4.0346, 0.6219, 0.9742], [1.6313, 1.4159, 0.4325], [3.7907, 1.9516, -3.9618], [0.9528, 1.4943, 3.1097], [1.2954, 4.3409, 4.1524], [-0.5583, 1.6809, -3.9309], [-0.0223, 3.8284, -3.8258], [4.1199, 0.0637, 0.1914], [-0.1365, -4.1260, 1.2283], [-4.8513, -5.6212, -1.8108], [2.7556, 3.6715, -0.9509], [-5.5791, -6.5877, -1.0763], [-6.5098, -1.3768, 1.7214], [-7.1841, -1.8178, 2.3335], [4.1818, -0.3594, -3.6590], [0.6126, 0.5329, -3.9109], [-1.8760, -3.9958, 2.0605], [-1.0511, 0.4051, -1.3317], [7.3574, 0.3298, 1.9458], [0.0384, 1.9137, 3.7522], [5.5210, -1.1563, 1.5158], [0.7322, 0.3472, 2.9453], [-5.9162, -7.5537, -1.4293], [1.8432, 3.7464, 1.9124], [-5.0375, -0.7675, -1.1319], [4.1648, -0.9108, -2.6255], [5.1491, -0.0231, 1.4665], [-1.4817, -1.7599, -1.7202], [0.9593, 4.6066, 3.0384], [4.3309, 3.3597, -1.5203], [1.8979, 0.9388, -3.2268], [1.5914, 0.3360, 0.9408], [6.9477, 0.8233, 0.1660], [0.2316, 6.7134, 3.5408], [-0.2357, -3.1340, -1.3175], [-0.1096, 0.2590, -0.6119], [-4.5202, -5.6995, -2.8382], [-2.5049, -2.0241, 0.4107], [-4.6373, -4.5472, -0.9760], [-5.4918, -0.1470, 3.1421], [0.9741, 6.2311, 2.7492], [3.4157, -0.8654, 0.0641], [4.8058, 0.0819, -0.7854], [0.4513, -1.0592, -0.9436], [3.1942, 0.9298, -4.0489]], "forces_ev_per_angstrom": [[0.090, 0.034, -0.173], [-2.270, -0.795, -0.511], [1.376, 1.519, 1.607], [-0.321, -0.051, -0.330], [-0.186, -0.337, -0.154], [-1.507, -1.367, -1.264], [-0.121, -0.126, 0.013], [-2.071, 0.605, -1.448], [0.124, 0.140, 0.032], [-2.718, -0.347, 0.564], [0.941, 0.159, 0.270], [0.011, -0.095, -0.031], [-1.130, -1.418, 0.381], [-0.989, 0.229, 0.967], [1.171, -0.215, -2.155], [2.252, 1.183, 0.158], [-0.265, -1.380, 1.672], [-0.050, -0.033, -0.113], [0.032, 0.034, 0.419], [-0.643, -1.440, -2.037], [-0.422, 0.147, -0.278], [-1.841, -0.478, -1.621], [-0.015, -0.159, -0.342], [2.391, -0.241, 0.411], [-0.006, -0.005, 0.024], [-6.088, 2.691, 5.714], [-0.433, -1.943, -0.774], [0.213, -0.543, 1.237], [9.032, 3.145, 0.784], [0.027, 0.224, 2.786], [1.621, 2.080, -0.465], [0.051, -2.233, -1.097], [0.870, 2.496, -0.538], [-0.552, 0.719, 2.534], [0.719, -0.120, -1.512], [4.358, -2.833, -0.343], [0.062, 0.071, 0.105], [1.010, -0.752, 2.010], [-0.153, -0.071, 0.031], [1.863, -1.241, 3.987], [-1.367, -2.249, 0.185], [-0.558, 0.485, 0.368], [-0.521, 0.752, -2.557], [-6.747, -3.385, -0.446], [-0.400, -1.813, -0.132], [0.391, 0.712, 0.017], [-2.326, 0.318, -0.389], [0.184, 0.340, -0.002], [0.531, -0.620, -0.588], [-0.190, -0.130, 0.337], [0.146, -0.015, -0.032], [0.211, 0.199, -0.233], [4.551, -1.265, -4.549], [-0.718, -0.766, -1.302], [1.429, 0.545, -2.123], [1.819, -0.294, 1.460], [-1.784, 1.289, -1.466], [1.989, -0.855, -1.525], [-0.989, 2.531, 0.041], [0.633, 2.286, 0.245], [0.045, 0.179, 0.077], [-0.511, -0.248, 1.675], [-0.110, -0.004, 0.132], [-0.360, 1.154, -1.825], [1.145, -1.405, -1.607], [1.716, -0.311, 1.298], [-0.524, -0.255, -0.455], [-1.718, -0.158, -0.272], [-0.969, 0.507, 1.771], [-0.212, 2.105, -1.608], [-1.081, 0.161, 2.095], [1.715, -0.852, -1.674], [-0.345, 2.688, 0.702], [-3.620, -0.300, -1.894], [-0.065, 0.026, 0.169], [2.430, -0.547, 0.126], [0.113, -0.002, -0.066], [-0.007, -0.017, -0.198], [-0.436, -0.364, 1.070], [1.210, 1.756, 0.623], [-1.353, -0.008, 2.265], [-1.275, 0.944, 0.622], [1.499, -0.370, -0.856]], "total_charge": 1, "molar_mass_g_mol": 664.053, "multiplicity": 1, "homo_lumo_gap_ev": 5.91, "homo_energy_ev": -9.8}

=====

{"formula": "C27H45I2N5O7PS", "method": "the ωB97M-V functional and the def2-TZVPD basis", "symbols": ["C", "S", "N", "C", "H", "I", "C", "C", "C", "N", "H", "C", "O", "C", "H", "H", "H", "H", "H", "H", "H", "C", "H", "C", "H", "N", "H", "H", "H", "H", "C", "H", "H", "H", "H", "C", "H", "C", "C", "H", "H", "H", "C", "H", "O", "N", "O", "H", "H", "C", "C", "H", "H", "H", "O", "H", "H", "C", "C", "C", "H", "C", "H", "H", "H", "C", "H", "C", "C", "O", "C", "N", "H", "O", "P", "H", "C", "H", "H", "O", "H", "H", "H", "H", "H", "C", "C", "I"], "positions_angstrom": [[-1.4617, -1.4800, -2.9384], [2.8577, -1.7973, 0.2085], [2.7376, 3.5784, -4.4050], [2.9561, 0.3521, 1.7512], [1.1191, -2.2261, 2.5860], [0.3306, 6.1045, -0.6941], [3.4351, 3.2666, -3.3172], [-1.2215, -4.1843, 0.8591], [-0.1404, 4.0502, -0.8977], [0.0914, 1.6632, -0.4318], [-1.1059, -1.2161, 0.9296], [2.9208, 2.4572, -2.3344], [3.3610, -0.7371, 2.5527], [0.5289, -0.2465, -2.0495], [0.9000, -0.0274, 3.5289], [3.8342, 0.8479, 1.3134], [1.0100, -1.1771, -1.7433], [-2.3986, -5.9735, 0.7569], [5.3540, -0.5180, 3.0838], [-2.5793, 1.3814, -5.1766], [4.4415, 3.6616, -3.2369], [-0.0762, 0.9431, 0.7685], [-0.7107, -1.5940, -3.7237], [-0.0398, -1.4694, 0.8963], [1.4270, 2.0009, 4.3135], [-3.4213, 2.2987, 2.4223], [-1.9240, 0.9476, 3.5691], [-1.4851, -7.0027, -1.1591], [-3.3325, -2.1224, -3.7837], [0.7615, -0.1843, -3.1115], [4.3585, -0.2774, 3.4697], [0.9409, -4.0159, 0.8529], [-0.6394, -2.3397, 2.8369], [-1.6379, 4.2299, 2.6173], [-3.5515, 3.1172, 3.0063], [-1.2341, 3.8149, -1.8963], [4.2075, -0.7615, 4.4350], [-0.3128, 0.1363, 5.2662], [1.5189, 3.0831, -4.4416], [-1.4709, -5.3036, -1.5858], [-0.0823, 1.8902, -3.6507], [-1.4081, -0.4635, -0.9819], [1.1395, 0.9821, -1.2835], [-1.3864, 0.6011, -2.4094], [-1.5960, 3.9695, 1.6879], [0.6882, -0.1761, 1.0195], [-2.7429, 2.3266, -0.0072], [-0.3133, 0.9235, 6.0193], [-1.3637, -0.5048, 2.8128], [-1.0444, -6.0367, -0.8959], [-2.7965, -1.1829, -3.6475], [0.0278, -6.1243, -1.0954], [-1.4766, -2.4314, -2.3954], [-0.7181, -6.2471, 1.2720], [-4.3652, 0.4610, -5.4503], [-2.2035, 4.1497, -1.5233], [-1.3317, -0.2653, 5.2104], [0.1615, -2.4334, 2.0985], [2.0875, -0.1349, 0.5596], [-1.3544, -5.7083, 0.5687], [-1.0178, 4.3377, -2.8308], [0.4813, 3.0619, -0.2433], [-3.3630, -0.4381, -3.0870], [3.5603, 2.2571, -1.4837], [2.4342, 1.0949, 2.3586], [0.1187, -3.8815, 1.5609], [-2.0673, -3.7979, 1.4376], [-1.0148, -0.3429, -1.9910], [-3.1822, 0.4549, -5.2278], [0.5371, 2.0183, 3.9443], [0.9210, 2.2715, -3.5126], [-0.9983, 1.2637, 1.6743], [4.3188, 0.8069, 3.6210], [-2.4611, -0.7064, -4.9840], [-2.2077, 2.5194, 1.4876], [-1.2332, -3.6819, -0.1167], [-1.1125, 0.5392, 2.9701], [0.3060, -0.7064, 5.5819], [0.9208, 3.3443, -5.3149], [2.3068, 0.6670, -0.5580], [-1.3477, 2.7573, -2.1274], [0.0907, -2.0009, -0.0425], [-3.1515, 1.4461, 0.0097], [0.2341, -4.5407, 2.4252], [2.8261, -1.8537, -1.1395], [1.6629, 1.9110, -2.3937], [0.1283, 0.6689, 3.8675], [2.0398, 3.6549, 1.1086]], "forces_ev_per_angstrom": [[-0.124, 0.302, 0.378], [0.095, -0.484, 0.094], [0.556, 0.215, 0.360], [0.527, 0.162, -0.566], [-0.082, -0.059, -0.017], [-0.231, -0.660, -0.168], [-0.115, 0.191, -0.681], [0.766, -0.578, -0.120], [-0.172, -0.024, -0.306], [2.630, 0.146, 1.850], [0.136, 0.071, -0.278], [1.081, -0.315, 1.443], [-0.365, 0.770, 0.323], [-0.675, -0.119, 0.732], [0.296, 0.536, -0.240], [-0.080, -0.090, -0.037], [-0.205, 0.100, 0.274], [0.165, -0.215, 0.101], [-0.089, -0.031, 0.040], [0.053, -0.293, -0.190], [-0.048, 0.000, -0.015], [0.182, -0.277, -0.296], [-0.099, -0.063, 0.006], [-1.397, -0.370, 2.091], [-0.039, 0.321, 0.065], [1.012, -0.319, 0.192], [-0.202, 0.367, -0.714], [0.115, 0.059, -0.020], [-0.397, 0.295, 0.150], [0.220, 0.272, 0.136], [0.238, -0.258, 0.136], [0.038, -0.209, 0.196], [0.109, 0.178, -0.024], [0.046, -0.003, 0.028], [-0.425, -0.289, 0.263], [-0.189, -0.078, -0.260], [0.018, -0.086, -0.136], [-0.225, -0.447, -0.475], [-1.214, 0.314, -1.449], [0.009, 0.025, 0.142], [0.042, 0.133, -0.264], [-0.089, 0.022, -0.120], [0.156, -0.440, -2.315], [-0.176, -0.059, 0.275], [0.754, -0.470, -1.231], [-0.778, -0.058, -1.979], [1.565, 0.010, 0.156], [0.120, 0.003, -0.103], [0.132, 0.068, -0.092], [0.127, -0.627, 0.125], [1.126, -1.235, -0.168], [-0.067, 0.177, 0.035], [-0.205, 0.078, -0.052], [-0.112, -0.209, -0.152], [1.473, 0.080, 0.361], [0.166, 0.235, 0.002], [0.064, 0.102, 0.133], [0.526, -0.444, -1.008], [1.462, -1.104, 0.475], [-0.634, 1.027, -0.296], [0.012, 0.070, 0.149], [-0.449, 1.379, 0.510], [-0.263, -0.165, -0.167], [-0.072, -0.050, -0.053], [-0.180, -0.089, -0.146], [-0.585, 0.752, 0.382], [0.097, -0.116, 0.090], [0.743, -0.148, -1.132], [-1.280, -0.475, -0.534], [0.159, -0.242, -0.505], [0.008, -0.805, 0.875], [-0.400, 0.512, -0.528], [-0.161, -0.082, -0.035], [-0.553, 1.493, 0.674], [-2.987, 0.621, 1.206], [-0.169, 0.128, 0.162], [0.837, 0.358, 0.814], [0.110, 0.240, 0.126], [0.187, 0.040, 0.013], [-1.053, 0.443, 0.777], [0.046, 0.057, 0.149], [0.600, 0.417, -0.079], [-0.345, 0.170, -0.265], [0.134, -0.155, -0.234], [-0.333, 0.482, 0.227], [-0.474, 0.654, 0.071], [-0.754, -1.268, 1.040], [-0.447, -0.565, -0.376]], "total_charge": 1, "molar_mass_g_mol": 868.534, "multiplicity": 1, "homo_lumo_gap_ev": 7.87, "homo_energy_ev": -11.7}